17
Properties=species:S:1:pos:R:3:forces:R:3:mulliken_charge:R:1 method="wB97M-V/def2-TZVPD" charge=0 homo_ev=-8.71 de_lowest_kcal_mol=51.83 energy_ha=-898.451966 homo_lumo_gap_ev=9.48 smiles="C=C(S)CC.P" max_force_ha_per_bohr=0.0847
C 1.7254 -0.0523 0.1088 1.00 1.11 -0.15 -0.7337
C 0.7288 0.3323 -0.6405 -2.86 1.24 -0.82 0.3227
S 0.3116 1.9411 -1.3562 2.98 0.71 0.34 -0.2260
C -0.5379 -0.5075 -0.8620 2.76 -1.27 1.18 -0.1915
C -0.0018 -1.9664 -1.0490 -3.90 -0.28 1.92 -1.4405
H 1.8789 -1.0700 0.3381 -0.02 -0.87 0.55 0.2979
H 2.4543 0.6715 0.4099 0.58 0.09 0.06 0.2756
H 1.6401 2.5791 -1.4118 -2.23 -1.10 0.26 0.1362
H -1.0547 -0.1606 -1.7161 -0.69 0.18 -0.89 0.4946
H -1.1225 -0.3649 0.0534 -0.19 -0.37 -0.49 -0.1473
H 0.8707 -1.9562 -1.5707 2.42 -0.09 -1.56 0.4629
H -0.7649 -2.5293 -1.5812 0.07 -0.18 -0.31 0.3636
H 0.1166 -2.5491 -0.1103 0.12 0.71 -0.35 0.3172
P -1.6158 0.8550 2.1809 -1.32 1.00 -0.84 -0.1384
H -0.3849 1.3635 2.5106 0.82 0.33 0.42 0.0487
H -1.9385 2.0705 1.3725 0.23 -1.22 0.72 0.0695
H -2.3053 1.3432 3.3237 0.22 0.01 -0.06 0.0885

---

16
Properties=species:S:1:pos:R:3:forces:R:3:mulliken_spin:R:1 method="wB97M-V/def2-TZVPD" charge=-1 homo_ev="1.52 / -2.74" de_lowest_kcal_mol=21.96 spin_multiplicity=2 energy_ha=-267.810981 homo_lumo_gap_ev="2.42 / 6.66" max_force_ha_per_bohr=0.0182
C 1.5368 -1.0738 -0.5487 -0.56 0.36 -0.21 -0.0253
C 1.3326 0.3926 -0.3637 0.15 0.32 0.82 0.4774
C 2.2668 1.2442 0.2786 -0.04 -0.01 -0.39 0.4487
H 2.0787 -1.3655 -1.4746 0.34 -0.04 0.17 0.0400
H 2.0346 -1.4879 0.3242 0.44 -0.24 0.07 0.0287
H 0.5783 -1.5896 -0.6127 -0.24 -0.11 -0.07 0.0429
H 0.4386 0.8644 -0.7438 -0.02 -0.21 -0.33 -0.0540
H 2.0332 2.3084 0.2835 0.25 -0.05 0.22 0.0141
H 3.1500 0.9052 0.8274 -0.29 0.02 -0.18 -0.0175
N -2.0296 0.8220 -0.3164 -0.65 -0.54 0.40 0.0092
C -2.1190 -0.2212 0.5624 0.20 0.10 -0.33 -0.0527
N -2.7206 -1.3129 0.2628 0.03 0.21 0.28 0.0145
H -2.7203 0.8058 -1.0487 0.25 0.33 -0.14 0.0062
H -1.6042 1.6676 0.0143 -0.03 0.08 -0.29 0.0128
H -1.6213 -0.0093 1.5058 0.21 -0.20 0.06 0.0570
H -2.6345 -1.9501 1.0496 -0.07 -0.02 -0.08 -0.0021

---

83
Properties=species:S:1:pos:R:3:forces:R:3:mulliken_charge:R:1 method="wB97M-V/def2-TZVPD" charge=+2 homo_ev=-13.98 energy_ha=-3649.058962 homo_lumo_gap_ev=4.00 max_force_ha_per_bohr=0.0849
O -27.8965 2.4086 23.6398 0.89 -1.34 -2.79 -0.4425
V -27.2533 1.9381 22.2354 0.72 3.84 1.45 1.1323
O -27.5023 3.0776 21.1756 -0.11 -1.37 1.45 -0.4717
O -26.4714 -2.2973 23.9758 0.16 1.62 -0.50 -0.5832
V -25.9834 -0.7861 23.9990 4.08 -0.13 1.55 1.2340
O -24.8303 -0.6721 25.0633 -1.81 -0.70 -0.96 -0.3658
Sr -25.5362 -1.0080 19.6985 2.10 0.04 -0.63 1.5788
C -24.8394 0.8429 22.0969 -3.50 -2.54 0.08 1.0177
O -24.5382 -0.4102 22.1820 0.13 -0.89 -0.15 -0.7528
O -25.2709 1.3466 21.0178 0.29 0.24 -0.47 -0.1161
O -25.3443 1.2887 23.2041 -1.97 1.31 0.58 -0.1028
C -25.4870 3.4209 17.6666 0.47 0.54 0.27 -1.1751
C -26.1156 2.0431 17.7303 0.50 0.66 -0.98 0.9774
C -26.5187 1.5336 16.3699 -0.45 0.30 -0.51 -1.5265
O -25.0880 1.1165 18.2378 -1.04 0.02 0.94 -0.4173
H -24.5866 3.4641 17.0496 -0.11 -0.33 -0.12 0.3520
H -25.1725 3.7543 18.6649 -0.15 -0.06 -0.02 0.0300
H -26.1596 4.1895 17.2853 -0.21 -0.19 0.02 0.4722
H -26.9609 2.1369 18.4245 -0.01 -0.53 0.05 0.0450
H -27.2575 2.1745 15.8794 -0.18 0.04 0.47 0.4341
H -26.9581 0.5341 16.4054 0.20 -0.07 -0.08 0.3413
H -25.6909 1.5919 15.6605 0.24 -0.43 0.30 0.3556
H -24.8359 1.5661 19.0642 0.55 -0.18 -0.22 -0.0956
C -24.0059 -4.2068 21.6739 -0.32 -0.37 -0.18 -0.9824
C -23.7404 -4.0399 20.1809 0.21 -0.64 0.89 1.0776
C -23.4260 -5.3506 19.5120 0.19 -0.06 -0.26 -1.4869
O -24.9456 -3.4913 19.5406 -0.04 0.81 0.12 -0.5348
H -24.5251 -3.3239 22.0561 0.21 -0.01 0.24 0.0139
H -23.0904 -4.3977 22.2312 0.12 0.36 -0.07 0.2851
H -24.6246 -5.0890 21.8751 -0.19 0.17 -0.17 0.4514
H -22.9177 -3.3374 20.0617 -0.32 0.33 -0.35 -0.2799
H -23.0862 -5.1903 18.4897 -0.19 -0.10 -0.09 0.3839
H -24.3199 -5.9807 19.5306 0.09 -0.12 -0.12 0.4485
H -22.6336 -5.8963 20.0224 -0.02 0.09 0.16 0.3852
H -25.5686 -4.2239 19.4616 0.03 -0.10 -0.10 0.2636
C -25.6124 6.7461 20.8220 0.23 0.16 -1.32 -1.4771
C -25.7273 5.9867 22.0940 -0.21 -0.02 0.72 0.7505
C -24.8291 4.7567 22.0779 0.53 -0.04 0.23 -0.1765
O -25.3392 6.8874 23.1330 -0.04 -0.24 -0.13 -0.5802
H -24.5653 6.9444 20.5772 0.00 0.09 0.14 0.3677
H -26.1439 7.6939 20.8205 -0.05 0.02 0.26 0.3905
H -26.0120 6.1572 19.9870 -0.02 0.00 0.11 0.2671
H -26.7794 5.6952 22.2304 0.06 -0.04 0.10 0.1110
H -25.0129 4.0594 22.9066 -0.20 0.07 -0.06 -0.0409
H -23.7971 5.0926 22.2310 -0.09 0.02 -0.13 0.4665
H -24.8491 4.2342 21.1178 -0.20 -0.05 0.02 -0.4849
H -25.4138 6.4562 23.9897 -0.04 -0.06 0.04 0.3125
C -22.3571 3.5709 24.5107 0.23 0.18 -0.37 -0.8635
C -23.1347 3.0188 25.6785 -1.47 -0.66 -0.63 0.8772
C -22.9260 3.7216 26.9941 0.63 -0.45 -0.06 -1.4605
O -24.5666 3.1060 25.3502 0.15 0.55 0.28 -0.5956
H -21.2781 3.5687 24.6729 -0.02 0.05 0.16 0.4618
H -22.6846 4.5914 24.2943 0.12 -0.02 0.17 0.2550
H -22.5373 2.9966 23.5939 -0.06 -0.10 0.10 0.0078
H -22.9762 1.9363 25.7685 0.48 0.13 0.28 0.0085
H -22.7830 4.7929 26.8744 -0.20 0.08 0.00 0.3380
H -22.0127 3.3093 27.4322 -0.03 0.21 0.14 0.3783
H -23.7528 3.4969 27.6599 -0.05 0.13 0.08 0.3738
H -24.8416 2.3254 24.8700 0.31 -0.02 -0.02 0.0236
C -21.5626 1.2691 19.5301 0.24 -0.39 -0.07 -0.8850
C -21.9889 0.0431 18.7349 -0.14 -0.23 0.21 0.5724
C -20.8552 -0.8801 18.3295 -0.11 -0.17 0.19 -1.2481
O -22.9421 -0.7260 19.5611 -0.58 0.32 -0.16 0.1482
H -20.7325 1.7765 19.0393 -0.16 0.14 -0.12 0.4941
H -21.1777 0.9574 20.5072 -0.11 0.01 0.00 0.0770
H -22.3944 1.9592 19.6715 0.05 0.09 0.01 0.1124
H -22.5507 0.3201 17.8431 -0.05 0.13 0.08 0.1328
H -20.3867 -1.3510 19.1981 0.04 0.22 0.06 0.1308
H -20.0938 -0.3354 17.7742 0.00 -0.04 -0.06 0.4595
H -21.2451 -1.6924 17.7153 0.06 0.08 -0.13 0.3292
H -22.4780 -0.8903 20.4110 0.04 -0.32 -0.06 0.0518
C -19.8012 -2.3827 22.0964 0.08 0.88 -0.43 -1.4287
C -20.9545 -1.8293 22.9184 0.20 -0.35 0.05 0.7731
C -20.5912 -0.5972 23.7153 -0.41 0.67 -0.21 -1.5063
O -22.0254 -1.5388 21.9857 0.07 0.07 0.04 0.0064
H -19.1248 -2.9973 22.6813 -0.03 -0.11 0.01 0.4225
H -19.2327 -1.5364 21.6903 0.10 -0.10 0.17 0.3471
H -20.1514 -2.9028 21.2043 -0.14 -0.42 0.29 0.3112
H -21.2987 -2.5890 23.6309 -0.18 -0.05 -0.22 0.2704
H -20.1974 0.2000 23.0760 0.25 -0.24 -0.04 0.2804
H -19.8793 -0.8196 24.5060 0.05 -0.01 0.00 0.4713
H -21.4874 -0.1488 24.1670 0.07 -0.28 0.21 0.3348
H -22.7148 -1.0432 22.4400 0.05 -0.11 0.23 -0.3143

---

74
Properties=species:S:1:pos:R:3:forces:R:3:mulliken_charge:R:1 method="wB97M-V/def2-TZVPD" charge=-1 homo_ev=-5.27 de_lowest_kcal_mol=37.66 energy_ha=-2851.634992 homo_lumo_gap_ev=6.50 max_force_ha_per_bohr=0.0923
Mg -0.0196 -0.7242 1.6450 -0.05 -0.49 0.52 1.2981
O -2.8873 1.6153 3.6326 0.61 0.33 0.18 -0.8776
C -1.8491 1.0525 3.2343 0.23 -0.39 -0.10 0.1463
N -1.7506 -0.1222 2.6547 0.66 0.15 1.21 0.4060
C -2.9485 -0.8313 2.5923 -1.60 0.25 -0.99 -0.6796
C -2.8553 -1.7941 1.4902 -0.63 -1.23 -2.28 0.4384
C -4.0162 -2.2267 0.8395 0.43 -0.76 -0.37 -0.7787
C -3.9686 -3.2195 -0.1373 -0.01 -0.41 1.13 -0.4715
C -2.7456 -3.8112 -0.4066 0.94 0.29 0.40 -0.8677
C -1.6108 -3.2766 0.1896 0.01 0.43 0.90 -0.2392
N -1.6794 -2.2548 1.0756 0.77 -0.30 -0.19 0.0062
C -0.4604 1.6697 3.3836 -1.82 1.47 0.94 0.5103
C -0.3853 2.9287 4.0056 -0.05 0.16 -0.27 -0.8466
C 0.9114 3.4514 4.0965 0.24 1.58 -0.21 -0.1985
C 2.0295 2.7336 3.6142 -1.66 0.87 0.49 -0.9006
C 1.7775 1.5378 3.0133 0.16 0.31 0.65 -0.1933
N 0.5639 1.0132 2.9174 0.96 -0.91 -0.75 0.1750
H -3.2096 -1.4743 3.4587 0.01 0.71 0.23 0.1580
H -3.8092 -0.1504 2.3093 0.56 -0.67 0.87 0.3958
H -4.9389 -1.8386 1.1834 -0.89 0.35 0.10 0.5251
H -4.8617 -3.7297 -0.4885 -0.08 0.56 -0.22 0.4246
H -2.6395 -4.7223 -0.9583 -0.12 -0.19 -0.52 0.4607
H -0.6010 -3.7043 0.1025 -0.57 0.27 -0.38 0.3009
H -1.4024 3.3917 4.2673 1.96 -0.52 -0.23 0.3482
H 1.1356 4.5211 4.3726 -0.62 -1.25 0.19 0.2664
H 3.0191 3.1490 3.6425 0.20 0.09 0.06 0.4540
H 2.6256 1.0215 2.6609 0.54 -1.10 -0.77 0.3867
N 3.5822 -2.7906 3.3820 1.56 -1.17 3.07 -0.4606
C 2.6457 -2.2555 2.6186 -0.77 0.55 -1.36 0.4268
S 1.0721 -2.5879 3.1611 -1.18 0.23 -0.17 -0.6426
N 3.0804 -1.6268 1.5313 -1.84 -0.48 0.53 -0.8526
N 1.9789 -1.3359 0.6717 1.05 0.44 0.82 0.5640
C 2.3551 -1.2704 -0.5377 0.72 -0.20 -1.07 -0.3671
C 3.7741 -1.6518 -0.9568 0.29 -0.73 -0.87 0.1885
C 4.9475 -1.0917 -0.4749 -0.04 1.38 0.93 0.1017
C 6.2261 -1.3395 -0.9687 0.43 0.58 0.89 -0.6705
C 6.4189 -2.3369 -1.8973 1.43 -0.52 -0.84 -0.2531
C 5.3010 -3.0219 -2.2923 -1.12 -0.07 -0.40 -0.5897
C 4.0172 -2.6662 -1.8873 -2.59 -1.13 -0.97 -0.0743
C 1.3969 -0.8041 -1.6097 -0.20 0.15 -0.03 0.1487
C 1.5875 0.4891 -2.1652 -2.47 -2.34 -1.08 -0.7325
C 0.6222 0.8433 -3.1524 0.08 -1.86 1.50 -0.6635
C -0.4348 -0.0033 -3.4969 0.72 -0.31 0.66 -0.2173
C -0.5213 -1.2569 -2.7940 0.18 2.65 -2.31 -0.5020
N 0.3577 -1.6693 -1.9304 1.76 0.94 1.05 -0.2000
H 3.3102 -3.0977 4.3459 0.29 0.59 -1.66 0.2394
H 4.5178 -2.4530 3.2852 0.46 0.07 -0.22 0.2363
H 4.8219 -0.4203 0.3710 0.27 0.16 -0.30 0.3563
H 7.0728 -0.7659 -0.5474 -0.58 -0.41 -0.30 0.3432
H 7.4138 -2.6323 -2.3689 -1.32 0.65 0.97 0.2728
H 5.3637 -3.8081 -3.0051 0.22 -0.59 -0.47 0.4087
H 3.0992 -3.2559 -2.3467 1.99 1.28 0.99 0.1537
H 2.3198 1.2162 -1.8906 0.46 -0.08 0.40 0.4413
H 0.7051 1.8196 -3.4796 -0.06 1.82 -1.20 0.4460
H -1.1722 0.2633 -4.2885 0.61 -0.21 0.87 0.4071
H -1.3397 -1.8337 -3.1541 -0.52 -1.15 0.49 0.4295
O 0.5736 2.4694 -0.1439 0.73 0.23 0.45 -0.8386
C -0.3808 1.7194 -0.1909 -1.68 -1.23 -0.48 -0.7625
O -0.5815 0.5451 0.2626 0.92 0.54 -0.37 0.5672
C -1.6070 2.1556 -1.0084 0.48 1.11 -0.44 1.1426
C -2.6128 1.2545 -1.3457 -1.29 4.46 -1.01 -0.1834
C -3.7156 1.7900 -2.0653 -0.03 -0.54 -0.65 -0.7601
C -3.7765 3.0904 -2.5464 1.25 -1.05 0.89 -0.5247
C -2.6587 3.8850 -2.2589 -1.53 0.11 -0.94 -0.1818
C -1.6161 3.4923 -1.4847 1.70 -0.14 0.81 -0.2841
N -2.6661 5.2026 -2.8920 0.52 2.56 -0.36 1.0047
O -3.5769 5.5199 -3.6703 1.02 -0.85 1.04 -0.6301
O -1.7393 5.9842 -2.6130 -1.22 -1.32 -0.33 -0.6064
N -4.8919 0.8454 -2.4175 1.09 2.90 0.84 1.0892
O -5.8396 1.3564 -3.0006 0.46 -0.97 0.17 -0.6593
O -4.7789 -0.2586 -1.9788 -0.61 -1.26 -0.26 -0.5805
H -2.7069 0.3811 -0.8486 0.14 -3.06 1.03 0.5700
H -4.6034 3.4903 -3.0721 -0.55 0.08 -0.50 0.6540
H -0.7647 4.2155 -1.2383 -1.34 -1.39 -0.38 0.3980

---

45
Properties=species:S:1:pos:R:3:forces:R:3:mulliken_spin:R:1 method="wB97M-V/def2-TZVPD" charge=0 homo_ev="-7.09 / -7.40" de_lowest_kcal_mol=0.00 spin_multiplicity=5 energy_ha=-2196.551822 homo_lumo_gap_ev="7.19 / 8.01" max_force_ha_per_bohr=0.0457
H -0.0801 3.1935 1.1836 0.11 0.00 -0.39 -0.0028
N 0.2342 1.8590 -0.4241 0.07 0.89 -0.21 -0.0112
B 0.6566 0.8100 -2.7662 0.07 0.21 -0.04 -0.0836
N 0.5706 1.9968 -1.7358 -0.09 0.85 0.29 0.0502
C 0.7209 3.3170 -2.0073 -0.13 -0.44 0.30 0.0298
Cr -0.0527 0.0554 0.3701 -0.02 -0.99 -0.92 3.8931
H 0.9866 3.6349 -3.0143 -0.10 -0.10 0.42 0.0020
C 0.4765 4.0504 -0.8455 -0.02 -0.16 0.00 0.0134
H 0.5158 5.1312 -0.7211 -0.01 -0.48 -0.07 0.0007
C 0.1719 3.0879 0.1300 0.18 -0.40 -0.77 0.0599
H 1.1389 1.2679 -3.7804 -0.13 -0.20 0.20 0.0000
C -2.2218 -2.7822 1.9431 1.31 -1.45 -0.49 0.0079
H -2.4944 -3.1436 2.9433 -0.32 0.16 -0.34 0.0015
H -1.1843 -3.2958 1.7536 -1.64 1.67 0.21 0.0008
H -2.8504 -3.2162 1.1519 -0.17 0.15 0.49 -0.0015
N -0.7342 0.2289 -3.0737 -0.43 0.06 -0.46 -0.0041
N 1.6012 -0.2739 -2.1895 0.68 -0.53 -0.02 0.0258
N -1.5510 -0.2808 -2.1127 -0.03 0.15 -0.41 0.0316
N 1.4815 -0.7307 -0.9191 0.24 -0.20 -0.24 -0.0084
C -1.3510 0.2178 -4.2934 -0.16 -0.16 0.61 0.0014
C 2.6149 -0.9238 -2.8161 -0.32 0.07 0.48 0.0164
H -0.8368 0.5857 -5.1816 -0.22 -0.14 0.41 0.0003
H 2.8627 -0.6867 -3.8499 -0.09 -0.10 0.43 0.0014
C -2.6228 -0.3180 -4.1232 0.38 0.06 0.19 0.0002
C 3.1731 -1.8360 -1.9209 -0.20 0.20 0.03 0.0067
C -2.6884 -0.6102 -2.7390 0.27 0.04 0.09 0.0028
C 2.4269 -1.6716 -0.7384 -0.21 0.36 -0.37 0.0224
H -3.3825 -0.4829 -4.8872 0.34 0.08 0.38 0.0007
H 4.0075 -2.5134 -2.0958 -0.38 0.31 0.08 0.0002
H -3.5107 -1.0522 -2.1716 0.37 0.21 -0.25 0.0009
H 2.5291 -2.1662 0.2279 -0.07 0.18 -0.39 -0.0030
H -2.2942 -1.6793 1.9003 0.57 -0.77 -0.06 0.0066
C -1.5274 0.3660 3.7523 -0.66 -0.48 0.59 0.0230
Si -0.0164 -0.2904 2.8534 -0.23 0.78 -0.47 -0.1211
C 1.1712 1.0671 3.3502 0.89 0.22 0.20 0.0252
C 0.7074 -1.8747 3.5480 0.07 -0.33 0.58 -0.0032
H -1.7690 1.3819 3.3798 0.12 -0.54 0.21 0.0026
H -1.3076 0.4179 4.8393 -0.26 0.10 -0.43 -0.0020
H -2.4063 -0.2902 3.6100 0.21 0.46 0.19 0.0037
H 1.2882 1.0745 4.4536 0.08 0.16 -0.47 0.0006
H 2.1582 0.8821 2.8785 -0.33 0.36 0.35 0.0036
H 0.7860 2.0509 3.0205 0.30 -0.39 0.22 0.0007
H 0.8723 -1.7375 4.6367 0.08 -0.16 -0.45 -0.0048
H 0.0480 -2.7458 3.4209 0.35 0.26 0.02 0.0040
H 1.6829 -2.0738 3.0588 -0.48 0.03 0.31 0.0055